Entry 1:
{"formula": "C3H6O3Yb", "method": "ωB97M-V/def2-TZVPD", "symbols": ["H", "O", "C", "O", "Yb", "O", "C", "C", "H", "H", "H", "H", "H"], "xyz": [[-0.713, 1.553, -0.050], [0.307, -1.276, 0.136], [-0.475, -0.342, 0.309], [-0.029, 0.832, -0.148], [2.310, -0.129, -0.731], [-1.667, -0.287, 0.762], [-2.801, -0.445, -0.157], [-3.784, 0.651, 0.149], [-3.215, -1.444, 0.017], [-2.396, -0.378, -1.173], [-3.759, 0.917, 1.213], [-4.789, 0.283, -0.095], [-3.584, 1.543, -0.456]], "lowdin_charge": [0.20, 0.03, -0.64, 0.06, 1.87, 0.07, -0.14, -0.04, 0.15, 0.14, 0.10, 0.11, 0.09], "fmax_ev_per_a": 2.24, "e_above_lowest_kj_mol": 0.0, "charge": 2, "e_lumo_ha": -0.37041}


Entry 2:
{"formula": "C3H6O4", "method": "ωB97M-V/def2-TZVPD", "symbols": ["C", "O", "C", "O", "O", "C", "O", "H", "H", "H", "H", "H", "H"], "xyz": [[1.857, 0.163, 0.112], [0.893, -0.772, 0.686], [-0.429, -0.510, 0.220], [-0.601, -1.049, -1.059], [-1.436, -0.632, 1.087], [-1.239, 0.678, 0.496], [-2.116, 1.175, -0.397], [1.458, 1.242, 0.285], [1.980, -0.116, -0.988], [2.625, 0.015, 0.717], [-0.129, -1.884, -1.353], [-0.667, 1.314, 1.106], [-2.196, 0.376, -0.911]], "lowdin_charge": [-0.03, -0.07, -0.61, 0.05, 0.15, -0.27, 0.11, 0.12, 0.12, 0.03, 0.15, 0.15, 0.09], "fmax_ev_per_a": 5.71, "e_above_lowest_kj_mol": 293.2, "e_lumo_ha": 0.02320, "smiles": "CO[C@@]1(O)O[C@@H]1O"}


Entry 3:
{"formula": "C3H6O4", "method": "ωB97M-V/def2-TZVPD", "symbols": ["C", "C", "O", "C", "O", "O", "O", "H", "H", "H", "H", "H", "H"], "xyz": [[-0.866, -1.280, -0.248], [-0.212, -0.564, 0.923], [1.161, -0.249, 0.663], [1.606, 0.623, -0.216], [2.746, 0.630, -0.575], [0.838, 1.588, -0.759], [-0.556, 1.838, -0.315], [-0.949, -0.619, -1.107], [-0.281, -2.154, -0.527], [-1.864, -1.598, 0.040], [-0.160, -1.213, 1.799], [-0.760, 0.358, 1.162], [-0.704, 2.639, -0.840]], "lowdin_charge": [-0.06, -0.21, 0.06, -0.61, 0.16, 0.05, 0.01, 0.07, 0.08, 0.08, 0.13, 0.11, 0.12], "fmax_ev_per_a": 1.78, "e_above_lowest_kj_mol": 341.4, "e_lumo_ha": 0.01309, "smiles": "CCOC(=O)OO"}


Entry 4:
{"formula": "C3H6O4", "method": "ωB97M-V/def2-TZVPD", "symbols": ["C", "O", "C", "O", "O", "C", "O", "H", "H", "H", "H", "H", "H"], "xyz": [[1.455, 1.158, 0.251], [0.976, -0.129, -0.120], [-0.399, -0.306, -0.023], [-0.868, -0.228, 1.290], [-1.089, 0.580, -0.833], [-0.672, -1.756, -0.461], [-1.494, -2.004, -1.292], [0.907, 1.941, -0.288], [2.504, 1.168, -0.036], [1.368, 1.315, 1.327], [-0.951, 0.704, 1.531], [-1.669, 0.061, -1.418], [-0.068, -2.504, 0.070]], "lowdin_charge": [-0.06, -0.07, -0.66, 0.07, 0.07, -0.11, 0.11, 0.10, 0.09, 0.09, 0.11, 0.11, 0.15], "fmax_ev_per_a": 0.56, "e_above_lowest_kj_mol": 117.0, "e_lumo_ha": 0.02321, "smiles": "COC(O)(O)C=O"}


Entry 5:
{"formula": "C3H6O4PS", "method": "ωB97M-V/def2-TZVPD", "symbols": ["C", "C", "C", "O", "O", "O", "O", "P", "S", "H", "H", "H", "H", "H", "H"], "xyz": [[1.158, 0.137, -1.172], [0.527, -2.045, -1.562], [-0.843, 1.901, 2.934], [1.524, 2.717, -0.151], [2.086, 0.139, -1.998], [-1.518, 2.430, 2.130], [0.365, -0.897, -0.831], [0.741, 1.511, 0.033], [0.866, 0.706, 1.912], [0.030, -2.726, -0.952], [1.516, -2.355, -1.943], [-0.032, -1.958, -2.437], [-1.023, 0.881, 3.286], [-0.645, 1.640, -0.231], [-0.110, 2.405, 3.706]], "lowdin_charge": [-0.56, -0.10, -0.59, -0.45, 0.03, -0.13, -0.13, 0.28, 0.32, 0.08, 0.11, 0.07, 0.00, 0.01, 0.07], "fmax_ev_per_a": 4.82, "e_above_lowest_kj_mol": 167.2, "charge": -1, "e_lumo_ha": 0.12165}


Entry 6:
{"formula": "C3H6O4PS", "method": "ωB97M-V/def2-TZVPD", "symbols": ["C", "C", "C", "P", "O", "O", "S", "O", "O", "H", "H", "H", "H", "H", "H"], "xyz": [[-1.369, -1.141, 1.074], [-1.253, -0.325, 0.046], [0.077, -0.476, -1.127], [1.368, 0.386, -0.110], [0.839, 1.706, 0.323], [2.543, 0.665, -1.235], [2.123, -0.873, 1.221], [-1.981, 0.780, -0.225], [-1.830, 1.780, 0.788], [-2.121, -0.955, 1.826], [-0.714, -1.975, 1.211], [0.263, -1.523, -1.315], [-0.221, 0.086, -2.003], [3.129, -0.092, -1.216], [-0.852, 1.958, 0.743]], "lowdin_charge": [0.03, -0.37, -0.16, 0.01, -0.40, -0.28, 0.09, -0.13, -0.05, 0.06, 0.03, 0.05, 0.06, 0.01, 0.05], "fmax_ev_per_a": 4.34, "e_above_lowest_kj_mol": 180.4, "charge": -1, "e_lumo_ha": 0.13165, "smiles": "C=C(C[P@]([O-])(O)=S)OO"}


Entry 7:
{"formula": "C3H6OS", "method": "ωB97M-V/def2-TZVPD", "symbols": ["O", "C", "C", "C", "S", "H", "H", "H", "H", "H", "H"], "xyz": [[-0.985, -1.985, -1.193], [-0.002, -1.116, -0.769], [-0.520, 0.194, -0.120], [0.517, 0.899, 0.763], [0.041, 2.520, 1.505], [0.651, -1.577, 0.005], [0.581, -0.825, -1.678], [-1.349, -0.127, 0.534], [-1.078, 0.809, -0.839], [1.442, 0.986, 0.196], [0.701, 0.224, 1.597]], "lowdin_charge": [-0.47, -0.57, -0.34, -0.82, -0.11, 0.06, 0.06, 0.08, 0.08, 0.02, 0.01], "fmax_ev_per_a": 1.57, "e_above_lowest_kj_mol": 16.7, "charge": -2, "e_lumo_ha": 0.23151, "smiles": "[O-]CCC[S-]"}


Entry 8:
{"formula": "C3H6OS", "method": "ωB97M-V/def2-TZVPD", "symbols": ["O", "C", "C", "C", "S", "H", "H", "H", "H", "H", "H"], "xyz": [[-0.555, 0.473, -2.183], [-0.922, 0.891, -1.117], [-0.380, 0.500, 0.231], [0.449, -0.821, 0.062], [1.053, -1.398, 1.670], [-1.598, 1.775, -1.122], [0.258, 1.258, 0.651], [-1.152, 0.087, 0.878], [1.197, -0.793, -0.718], [-0.276, -1.574, -0.227], [1.924, -0.399, 1.875]], "lowdin_charge": [0.06, -0.27, -0.21, -0.59, 0.70, 0.12, 0.11, 0.10, 0.07, 0.07, -0.15], "fmax_ev_per_a": 3.27, "e_above_lowest_kj_mol": 75.0, "e_lumo_ha": 0.03064, "smiles": "O=CCCS"}


Entry 9:
{"formula": "C3H6OS", "method": "ωB97M-V/def2-TZVPD", "symbols": ["C", "S", "C", "C", "O", "H", "H", "H", "H", "H", "H"], "xyz": [[0.820, 1.763, 0.628], [0.187, 0.741, -0.682], [-0.199, -0.762, 0.111], [-0.998, -1.831, -0.640], [0.052, -0.844, 1.297], [1.935, 1.620, 0.887], [0.737, 2.814, 0.292], [0.117, 1.647, 1.550], [-0.743, -1.913, -1.838], [-1.150, -2.865, -0.233], [-2.045, -1.433, -0.713]], "lowdin_charge": [-0.43, 0.89, -0.81, -0.09, -0.03, 0.07, 0.03, 0.08, 0.13, 0.09, 0.08], "fmax_ev_per_a": 3.62, "e_above_lowest_kj_mol": 59.7, "e_lumo_ha": 0.03024, "smiles": "CSC(C)=O"}


Entry 10:
{"formula": "C3H6OS", "method": "ωB97M-V/def2-TZVPD", "symbols": ["C", "C", "C", "O", "S", "H", "H", "H", "H", "H", "H"], "xyz": [[-0.553, 0.528, 1.025], [-1.010, 0.541, -0.392], [0.315, -0.117, 0.010], [0.310, -1.745, -0.216], [1.947, 0.451, -0.337], [-0.122, 1.388, 1.528], [-1.237, -0.040, 1.838], [-1.726, -0.095, -0.559], [-1.031, 1.480, -1.004], [0.865, -1.743, -1.000], [2.242, -0.649, -0.895]], "lowdin_charge": [-0.16, -0.09, -0.68, -0.14, 0.85, 0.08, 0.17, 0.04, 0.12, 0.00, -0.20], "fmax_ev_per_a": 6.57, "e_above_lowest_kj_mol": 343.0, "e_lumo_ha": [0.02936, -0.10941], "multiplicity": 3}